ORCA calculation (ωB97M-V/def2-TZVPD) on a cluster of 4 separate species, C4H15NO4 in total in a non-equilibrium geometry.

The geometry in ORCA input format:
```
! wB97M-V def2-TZVPD RIJCOSX def2/J DEFGRID3
* xyz 0 1
C -0.63 0.60 2.46
C -0.36 0.71 0.93
N 1.04 0.34 0.51
C 1.57 0.69 -0.66
C 0.90 1.82 -1.45
O 2.69 0.23 -0.95
H -0.96 1.59 2.75
H 0.36 0.60 3.04
H -1.38 -0.32 2.57
H -1.02 0.09 0.28
H -0.58 1.89 0.82
H 1.53 -0.41 1.09
H 1.70 2.19 -1.82
H 0.32 1.29 -2.28
H 0.17 2.46 -0.97
O -1.72 -1.95 0.24
H -1.96 -2.51 -0.56
H -0.75 -1.85 0.30
O 1.00 -2.23 -0.55
H 1.42 -3.01 -0.24
H 1.65 -1.55 -0.55
O -1.73 -0.48 -1.95
H -2.35 0.22 -1.57
H -0.90 -0.41 -1.44
*
```

Calculated values
SMILES string: CCNC(C)=O.O.O.O
LUMO: 0.59 eV
Kohn-Sham gap: 10.414 eV

---

ORCA calculation (ωB97M-V/def2-TZVPD) on a cluster of 5 separate species, C4H15NO6S in total in a non-equilibrium geometry.

The geometry in ORCA input format:
```
! wB97M-V def2-TZVPD RIJCOSX def2/J DEFGRID3
* xyz -2 1
C 1.38 0.03 0.67
N 0.99 -1.34 0.39
C 1.66 -2.50 0.86
O 2.60 -2.28 1.68
O 1.26 -3.61 0.44
C 0.20 1.00 0.53
C -0.21 1.23 -0.92
S -1.67 2.43 -1.00
H 2.23 0.32 0.02
H 1.73 0.08 1.70
H 0.35 -1.49 -0.36
H -0.60 0.68 1.20
H 0.54 1.95 0.96
H -0.45 0.32 -1.47
H 0.63 1.75 -1.38
H -3.27 -1.03 1.29
H -1.95 -1.46 1.99
O -2.86 -1.18 2.18
H -0.11 3.78 -0.60
H 1.54 3.73 -0.45
O 0.76 4.28 -0.59
H 1.83 -1.84 -3.18
H 1.96 -1.52 -1.69
O 2.42 -1.44 -2.54
H -3.21 0.06 -0.97
H -3.68 0.81 0.21
O -3.74 -0.08 -0.17
*
```

Calculated values
LUMO: 5.47 eV
Kohn-Sham gap: 6.712 eV

---

ORCA calculation (ωB97M-V/def2-TZVPD) on a cluster of 2 separate species, C4H15NOSi2 in total in a non-equilibrium geometry.

The geometry in ORCA input format:
```
! wB97M-V def2-TZVPD RIJCOSX def2/J DEFGRID3
* xyz 0 1
C -3.04 -0.93 0.28
C 2.97 1.33 -0.61
C 1.54 -0.47 1.79
C 0.89 -0.78 -1.41
N -2.94 0.36 -0.50
O 0.30 1.70 0.09
Si -2.17 1.71 0.16
Si 1.35 0.46 0.01
H -3.19 -0.86 1.39
H -3.91 -1.40 -0.26
H -2.19 -1.45 0.22
H 2.76 1.63 -1.54
H 3.26 2.10 0.12
H 3.82 0.58 -0.45
H 1.32 0.24 2.50
H 0.82 -1.28 1.79
H 2.50 -0.74 1.92
H 1.59 -1.47 -1.58
H 0.01 -1.23 -1.26
H 0.66 -0.27 -2.26
H -3.37 0.23 -1.40
H -2.71 2.18 1.41
H -1.85 2.63 -0.93
*
```

Calculated values
LUMO: -0.22 eV
Kohn-Sham gap: 8.422 eV

---

ORCA calculation (ωB97M-V/def2-TZVPD) on a structure of composition C4H16B2Be2Cl8 in a non-equilibrium geometry.

The geometry in ORCA input format:
```
! wB97M-V def2-TZVPD RIJCOSX def2/J DEFGRID3
* xyz 2 1
Be -2.45 -1.17 -0.18
Be -0.61 1.99 -1.19
B -0.21 -0.15 -0.26
H -0.70 -0.32 -1.31
H -0.93 0.51 0.38
H -0.06 -1.18 0.31
H 0.83 0.41 -0.43
B -2.91 0.97 -1.39
H -2.48 -0.06 -1.85
H -4.06 0.87 -1.20
H -2.44 1.12 -0.33
H -2.62 1.83 -2.18
C 2.49 -1.90 1.62
Cl 2.09 -2.68 0.09
Cl 4.15 -1.32 1.65
H 1.82 -1.04 1.73
H 2.26 -2.57 2.44
C 3.24 2.45 1.38
Cl 2.44 1.72 2.78
Cl 2.08 2.80 0.02
H 3.67 3.40 1.70
H 3.94 1.73 0.97
C 0.13 -2.64 -3.41
Cl -0.29 -1.79 -4.86
Cl -1.21 -2.71 -2.21
H 0.47 -3.66 -3.58
H 0.99 -2.12 -2.99
C -1.86 1.08 2.60
Cl -2.99 -0.04 1.71
Cl -1.34 2.46 1.62
H -2.47 1.43 3.43
H -0.97 0.56 2.93
*
```

Calculated values
LUMO: -10.59 eV
Kohn-Sham gap: 5.344 eV

---

ORCA calculation (ωB97M-V/def2-TZVPD) on a structure of composition C4H16Cl2CrN8O4 in a non-equilibrium geometry.

The geometry in ORCA input format:
```
! wB97M-V def2-TZVPD RIJCOSX def2/J DEFGRID3
* xyz 1 6
Cr -0.86 -0.31 -1.31
Cl -3.16 0.14 -2.31
Cl 0.17 -2.14 -2.84
C -2.27 0.97 1.41
O -1.56 1.01 0.42
N -3.41 1.50 1.56
N -2.00 0.35 2.49
H -3.99 1.27 2.35
H -3.80 2.08 0.83
H -2.27 0.75 3.38
H -1.13 -0.15 2.46
C 1.02 2.03 -2.74
O 0.05 1.41 -2.15
N 1.51 1.72 -3.85
N 1.53 3.09 -2.28
H 1.04 1.04 -4.43
H 2.31 2.14 -4.31
H 2.00 3.72 -2.91
H 1.25 3.40 -1.36
C -0.95 -2.80 0.96
O -1.16 -1.91 0.12
N -1.87 -3.50 1.54
N 0.17 -3.01 1.51
H -1.55 -4.06 2.32
H -2.78 -3.20 1.24
H 0.99 -2.49 1.23
H 0.11 -3.65 2.29
C 2.12 0.01 0.35
O 0.98 -0.16 -0.11
N 2.97 -0.96 0.34
N 2.56 1.14 0.90
H 2.64 -1.85 -0.01
H 3.88 -0.70 0.70
H 1.98 1.97 0.89
H 3.48 1.15 1.33
*
```

Calculated values
LUMO (alpha / beta): -2.25 / -6.87 eV
Kohn-Sham gap (alpha / beta): 8.092 / 4.105 eV

---

ORCA calculation (ωB97M-V/def2-TZVPD) on a structure of composition C4H16FMgO4V in a non-equilibrium geometry.

The geometry in ORCA input format:
```
! wB97M-V def2-TZVPD RIJCOSX def2/J DEFGRID3
* xyz 3 4
Mg 0.08 1.71 0.58
V 0.43 -2.22 -0.61
F 0.31 -0.15 -0.12
C -1.71 3.63 -1.07
O -1.42 2.23 -0.79
H -1.67 4.22 -0.16
H -0.99 4.07 -1.76
H -2.71 3.78 -1.47
H -1.46 1.71 -1.60
C 1.82 2.33 3.26
O 1.49 1.59 1.99
H 2.59 1.77 3.78
H 2.22 3.30 2.99
H 0.92 2.47 3.85
H 1.97 0.76 2.03
C 0.83 -2.00 -3.95
O 0.95 -1.49 -2.56
H -0.14 -2.44 -4.16
H 1.03 -1.19 -4.64
H 1.64 -2.72 -4.10
H 0.51 -0.63 -2.58
C -1.22 -3.83 1.88
O -0.59 -2.66 1.22
H -2.30 -3.72 1.87
H -0.91 -4.74 1.37
H -0.91 -3.88 2.92
H -0.75 -1.91 1.81
*
```

Calculated values
LUMO (alpha / beta): -11.35 / -11.28 eV
Kohn-Sham gap (alpha / beta): 9.921 / 10.674 eV

---

ORCA calculation (ωB97M-V/def2-TZVPD) on a structure of composition C4H16N10O10V in a non-equilibrium geometry.

The geometry in ORCA input format:
```
! wB97M-V def2-TZVPD RIJCOSX def2/J DEFGRID3
* xyz 0 4
V -25.76 16.35 -9.66
N -24.96 14.25 -7.31
O -23.77 14.21 -7.70
O -25.80 14.96 -7.96
O -25.32 13.65 -6.28
N -24.96 14.08 -11.97
O -25.18 14.82 -10.96
O -25.13 12.87 -11.94
O -24.57 14.66 -13.02
C -26.88 18.69 -11.67
O -26.25 17.83 -11.07
N -26.33 19.60 -12.53
N -28.23 18.84 -11.50
H -26.88 19.80 -13.34
H -25.34 19.51 -12.66
H -28.75 18.08 -11.11
H -28.70 19.61 -11.92
C -22.53 16.77 -9.28
O -23.74 16.95 -9.47
N -21.69 16.49 -10.32
N -21.95 16.77 -8.06
H -20.76 16.19 -10.11
H -22.03 16.68 -11.24
H -20.97 16.98 -8.04
H -22.57 16.72 -7.27
C -28.83 15.12 -10.29
O -27.82 15.73 -9.94
N -29.09 14.98 -11.65
N -29.78 14.59 -9.50
H -28.35 15.39 -12.18
H -29.52 14.13 -11.98
H -29.70 14.67 -8.50
H -30.59 14.18 -9.92
C -27.49 18.53 -7.86
O -26.74 17.69 -8.34
N -27.16 19.85 -7.79
N -28.75 18.26 -7.43
H -27.79 20.57 -7.52
H -26.25 20.08 -8.15
H -29.38 18.97 -7.11
H -29.13 17.33 -7.51
*
```

Calculated values
LUMO (alpha / beta): -0.18 / -0.19 eV
Kohn-Sham gap (alpha / beta): 6.460 / 7.613 eV

---

ORCA calculation (ωB97M-V/def2-TZVPD) on a cluster of 3 separate species, C4H16N2O2 in total in a non-equilibrium geometry.

The geometry in ORCA input format:
```
! wB97M-V def2-TZVPD RIJCOSX def2/J DEFGRID3
* xyz 0 1
C -1.49 -1.47 -1.78
C -0.08 -0.69 -1.69
N -0.45 0.58 -1.14
C 0.61 1.36 -0.44
C 1.40 0.61 0.67
N 2.32 1.49 1.48
H -1.75 -1.82 -0.68
H -2.24 -0.71 -1.89
H -1.61 -2.27 -2.47
H 0.53 -1.17 -0.89
H 0.45 -0.95 -2.63
H -0.84 1.17 -1.88
H 1.32 1.71 -1.16
H -0.07 2.02 0.11
H 2.05 -0.14 0.19
H 0.60 0.17 1.39
H 1.87 2.11 2.10
H 3.11 1.97 1.08
O 0.19 -2.27 1.01
H -0.07 -1.55 0.44
H -0.48 -2.65 1.58
O -1.46 0.55 2.20
H -2.09 0.81 1.53
H -1.82 1.13 2.86
*
```

Calculated values
SMILES string: CCNCCN.O.O
LUMO: 0.62 eV
Kohn-Sham gap: 9.366 eV